Below is an isolated molecule of C3H4O3 in a non-equilibrium geometry, with properties calculated with ωB97M-V with the def2-TZVPD basis set.

Geometry as XYZ:
```
10
Properties=species:S:1:pos:R:3:forces:R:3
O 1.7944 -0.4193 1.0398 -0.11 -0.26 0.00
C 0.6762 -0.5460 0.6301 0.61 -0.24 0.04
C 0.1169 0.1642 -0.5917 -0.12 0.54 0.53
O 0.0221 -0.7789 -1.6394 -0.93 0.22 0.15
C -1.0267 0.9986 0.2418 0.54 -0.30 0.38
O -0.7413 0.9696 1.4203 -0.41 0.22 -0.26
H -0.0632 -1.2789 1.0390 0.41 -0.05 0.01
H 0.8201 0.9186 -0.9632 -0.17 0.07 0.30
H -0.0398 -1.6829 -1.2877 -0.18 0.42 -0.01
H -1.8778 1.6840 0.0281 0.35 -0.61 -1.13
```
Forces are in eV/Å.

Properties
total energy: -342.3522 hartree
charge: 0
ΔE to the lowest compared entry with this formula, charge and spin: 2.8234 eV
SMILES string: O=CC(O)C=O
orbital gap: 9.9 eV
LUMO energy: 0.167 eV